#1
Computed, not measured: 2 unconnected molecules or ions with the total composition C8H12O2, with wB97M-V/def2-TZVPD.

Properties
Multiplicity: 1
SMILES: Cc1ccc(O)cc1.CO

Atoms and positions in Å:
O: -3.268 -3.110 0.507
O: -1.339 -0.936 -1.411
C: 1.028 -0.475 -1.337
C: 2.807 2.426 0.400
C: -2.668 -2.283 1.541
C: -0.607 0.980 -0.317
C: 1.740 1.544 -0.173
C: 2.045 0.358 -0.889
C: 0.421 1.786 0.172
C: -0.271 -0.175 -0.993
H: 3.445 1.977 1.158
H: -1.662 -1.943 1.141
H: -3.482 -2.491 -0.202
H: -2.508 -3.102 2.239
H: 3.534 2.845 -0.402
H: 3.086 0.125 -1.019
H: -1.666 1.111 -0.076
H: -3.418 -1.544 1.807
H: -1.089 -1.753 -1.853
H: 1.276 -1.323 -1.981
H: 0.110 2.662 0.767
H: 2.485 3.321 0.918

Here are the Löwdin charges for atoms 1 to 8, given in e: number 1, O, carries -0.164; number 2, O, carries 0.022; number 3, C, carries -0.028; number 4, C, carries -0.079; number 5, C, carries -0.130; number 6, C, carries -0.019; number 7, C, carries -0.286; number 8, C, carries -0.032

***

#2
Computed, not measured: 2 unconnected molecules or ions with the total composition C8H12O2, with wB97M-V/def2-TZVPD.

Properties
Multiplicity: 1
SMILES: Cc1ccc(O)cc1.CO

Atoms and positions in Å:
O: 2.383 -1.020 0.065
O: -0.040 2.789 2.525
C: -1.381 -0.163 0.841
C: -1.122 0.728 1.875
C: -0.774 -0.076 -0.421
C: -0.240 1.187 -0.739
C: 2.128 -2.012 -0.946
C: -0.401 1.873 1.560
C: -1.160 -1.068 -1.473
C: -0.084 2.153 0.231
H: -1.417 0.534 2.894
H: -1.867 -1.112 1.060
H: 0.295 3.138 0.044
H: 2.178 -2.925 -0.397
H: 1.542 -0.625 0.326
H: -2.147 -1.264 -1.886
H: -0.823 3.190 2.931
H: -0.020 1.408 -1.768
H: 1.230 -1.855 -1.518
H: -0.620 -0.792 -2.378
H: 3.027 -2.077 -1.559
H: -0.688 -2.012 -1.266

Here are the Löwdin charges for atoms 1 to 8, given in e: number 1, O, carries -0.123; number 2, O, carries 0.026; number 3, C, carries -0.044; number 4, C, carries -0.011; number 5, C, carries -0.294; number 6, C, carries -0.037; number 7, C, carries -0.129; number 8, C, carries -0.324

***

Stability verdict: #1, ahead by 0.0101 hartree

***

#1
Computed, not measured: 2 unconnected molecules or ions with the total composition CHN3O2, with wB97M-V/def2-TZVPD.

Properties
Multiplicity: 1
SMILES: N#[N+][O-].N=C=O

Atoms and positions in Å:
O: -1.824 -1.193 -0.536
O: 1.569 -1.314 -0.079
N: 1.298 0.672 1.141
N: -1.627 0.869 -1.452
N: -1.588 -0.134 -0.970
C: 1.402 -0.390 0.592
H: 0.771 1.489 1.304

Charges per atom according to Löwdin partitioning, unit e: number 1, O, carries 0.094; number 2, O, carries 0.152; number 3, N, carries 0.199; number 4, N, carries 0.230; number 5, N, carries -0.311; number 6, C, carries -0.436; number 7, H, carries 0.072

***

#2
Computed, not measured: a single CHN3O2 molecule, with wB97M-V/def2-TZVPD.

Properties
Multiplicity: 1
SMILES: O=c1nn[nH]o1

Atoms and positions in Å:
O: 0.907 -0.296 -0.235
O: 0.079 -1.970 1.177
N: 0.442 0.922 -0.310
N: -1.277 -0.002 0.438
N: -0.981 0.945 -0.403
C: -0.142 -0.976 0.569
H: 0.972 1.376 -1.235

Charges per atom according to Löwdin partitioning, unit e: number 1, O, carries -0.020; number 2, O, carries 0.155; number 3, N, carries -0.116; number 4, N, carries 0.077; number 5, N, carries 0.071; number 6, C, carries -0.387; number 7, H, carries 0.220

***

#3
Computed, not measured: a single CHN3O2 molecule, with wB97M-V/def2-TZVPD.

Properties
Multiplicity: 1
SMILES: O=c1nn[nH]o1

Atoms and positions in Å:
O: -1.087 -1.001 -1.303
O: -0.634 0.849 -0.322
N: 1.056 0.008 1.142
N: 0.818 -0.880 0.227
N: 0.406 1.189 0.746
C: -0.316 -0.411 -0.574
H: -0.297 1.462 1.638

Charges per atom according to Löwdin partitioning, unit e: number 1, O, carries 0.113; number 2, O, carries 0.056; number 3, N, carries 0.034; number 4, N, carries 0.119; number 5, N, carries 0.019; number 6, C, carries -0.557; number 7, H, carries 0.217

***

Stability verdict: #1, ahead by 0.0646 hartree

***

#1
Computed, not measured: 3 unconnected molecules or ions with the total composition C4H7NO5, with wB97M-V/def2-TZVPD.

Properties
Multiplicity: 1

Atoms and positions in Å:
O: -0.321 -1.147 -0.132
O: -4.175 -1.114 0.125
O: 0.704 -2.510 1.335
O: -2.937 0.763 0.374
O: -1.002 -3.238 -0.484
N: 0.081 1.386 -2.065
C: 0.478 -1.398 0.919
C: -3.566 -0.168 0.186
C: -1.077 -2.002 -0.894
C: 1.221 -0.143 1.396
H: 1.152 0.613 0.543
H: -0.418 -3.602 0.273
H: -0.074 0.668 -1.405
H: 0.949 0.089 2.405
H: 2.362 -0.522 1.423
H: -0.855 1.599 -2.357
H: 0.637 1.158 -2.814

Here are the Löwdin charges for atoms 1 to 8, given in e: number 1, O, carries -0.039; number 2, O, carries 0.235; number 3, O, carries 0.095; number 4, O, carries 0.214; number 5, O, carries 0.040; number 6, N, carries 0.062; number 7, C, carries -0.495; number 8, C, carries -0.484

***

#2
Computed, not measured: 2 unconnected molecules or ions with the total composition C4H7NO5, with wB97M-V/def2-TZVPD.

Properties
Multiplicity: 1
SMILES: C=C(CO)[N+](=O)[O-].O=CO

Atoms and positions in Å:
O: -3.339 0.407 -0.756
O: 0.915 -0.171 -1.265
O: -1.691 0.227 -2.247
O: 2.692 0.159 0.826
O: 1.278 1.852 1.375
N: -2.213 0.123 -1.115
C: -1.379 -0.209 1.090
C: -0.065 -1.198 -0.858
C: 2.263 1.229 1.569
C: -1.229 -0.545 -0.178
H: 0.471 0.522 -1.716
H: -2.207 0.436 1.312
H: -0.492 -1.644 -1.846
H: 3.056 1.214 2.366
H: 2.065 0.120 0.002
H: -0.514 -0.514 1.682
H: 0.389 -2.008 -0.240

Here are the Löwdin charges for atoms 1 to 8, given in e: number 1, O, carries 0.100; number 2, O, carries -0.074; number 3, O, carries 0.039; number 4, O, carries 0.003; number 5, O, carries 0.072; number 6, N, carries -0.321; number 7, C, carries 0.144; number 8, C, carries -0.141

***

Stability verdict: #1, ahead by 0.0889 hartree

***

#1
Computed, not measured: a gas-phase ion, C4H7IN (charge +1), with wB97M-V/def2-TZVPD.

Properties
Multiplicity: 1
Net charge: +1

Atoms and positions in Å:
I: 0.503 -2.185 -2.047
N: 0.740 0.116 -0.141
C: 2.023 0.388 -0.007
C: -0.390 0.267 0.767
C: -1.701 -0.074 0.089
C: 0.327 -0.314 -1.325
H: -2.459 -0.212 0.877
H: -0.058 -0.263 1.623
H: 2.703 0.279 -0.851
H: -0.617 1.349 1.170
H: 2.317 1.130 0.889
H: -1.514 -1.113 -0.341
H: -1.873 0.631 -0.702

Here are the Löwdin charges for atoms 1 to 8, given in e: number 1, I, carries 1.116; number 2, N, carries -0.293; number 3, C, carries 0.136; number 4, C, carries -0.181; number 5, C, carries -0.090; number 6, C, carries -0.539; number 7, H, carries 0.115; number 8, H, carries 0.129

***

#2
Computed, not measured: a gas-phase ion, C4H7IN (charge +1), with wB97M-V/def2-TZVPD.

Properties
Multiplicity: 1
SMILES: C[C@H](I)[N+]1=CC1
Net charge: +1

Atoms and positions in Å:
I: 2.754 0.197 0.099
N: -0.180 -0.545 0.226
C: 0.648 0.605 0.494
C: -0.308 -2.017 0.058
C: 0.156 1.787 -0.272
C: -1.180 -0.996 -0.367
H: 0.247 1.632 -1.382
H: -2.185 -1.012 -0.929
H: 0.617 2.652 0.282
H: 0.360 -2.544 -0.557
H: 0.549 0.815 1.489
H: -1.002 2.008 -0.094
H: -0.476 -2.581 0.955

Here are the Löwdin charges for atoms 1 to 8, given in e: number 1, I, carries 0.915; number 2, N, carries 0.013; number 3, C, carries -0.744; number 4, C, carries 0.017; number 5, C, carries -0.153; number 6, C, carries 0.101; number 7, H, carries 0.101; number 8, H, carries 0.211

***

Stability verdict: #2, ahead by 0.0682 hartree